Record 1
{
  "formula": "C7H12ClFO2",
  "method": "the ωB97M-V functional and the def2-TZVPD basis",
  "smiles": "C[C@H](O)CCF.C=C(Cl)C=O",
  "gap_ev": 9.4459,
  "multiplicity": 1,
  "total_charge": 0,
  "homo_ev": -9.91,
  "symbols": ["H", "C", "C", "H", "O", "H", "C", "O", "H", "C", "C", "C", "C", "H", "F", "H", "H", "H", "H", "Cl", "H", "H", "H"],
  "xyz": [[-0.21, -1.85, -1.16], [1.64, -1.23, -0.29], [-0.47, 2.17, 0.21], [1.97, 1.86, -0.56], [-1.64, 2.17, 0.47], [2.12, -0.80, -1.19], [-0.41, -1.57, 1.08], [-0.46, 0.13, -0.64], [0.02, -0.84, 1.80], [1.34, 2.21, -1.43], [0.12, -1.17, -0.30], [0.04, 2.44, -1.11], [-1.95, -1.45, 1.21], [-2.24, -0.41, 1.11], [-2.37, -1.89, 2.48], [-2.49, -2.06, 0.45], [-0.22, -2.61, 1.40], [2.09, -0.83, 0.67], [1.73, 2.50, -2.39], [-1.13, 2.86, -2.35], [1.91, -2.29, -0.26], [0.19, 0.78, -0.15], [0.39, 1.88, 0.92]],
  "nbo_charge": [0.19, -0.65, 0.32, 0.21, -0.46, 0.22, -0.46, -0.74, 0.20, -0.35, 0.09, -0.11, 0.06, 0.19, -0.38, 0.16, 0.22, 0.20, 0.24, 0.03, 0.23, 0.47, 0.13]
}

---

Record 2
{
  "formula": "C7H12F3InO3",
  "method": "the ωB97M-V functional and the def2-TZVPD basis",
  "gap_ev": 5.7216,
  "multiplicity": 1,
  "total_charge": 2,
  "e_above_lowest_kcal_mol": 0.00,
  "homo_ev": -17.48,
  "symbols": ["F", "C", "C", "H", "H", "C", "H", "H", "In", "H", "H", "C", "H", "C", "C", "F", "O", "H", "O", "H", "F", "O", "C", "H", "H", "H"],
  "xyz": [[0.85, 3.85, 1.24], [-0.55, -1.40, -4.59], [-0.07, -3.37, -2.99], [-0.02, 0.62, 3.95], [-0.84, 2.11, 3.29], [-1.82, 0.23, 3.00], [-1.66, -0.85, 3.02], [0.22, -1.65, -5.31], [0.78, -0.05, -0.89], [2.03, 1.10, 2.48], [-0.66, -0.31, -4.62], [-0.20, -1.87, -3.19], [-1.40, -1.97, -4.97], [1.44, 1.61, 1.71], [-0.56, 1.07, 3.11], [2.84, 3.62, 2.16], [2.05, 1.16, 0.46], [0.50, -3.90, -3.76], [0.17, 0.91, 1.92], [-1.06, -3.80, -2.88], [1.09, 3.40, 3.38], [-0.12, -1.07, -2.25], [1.56, 3.11, 2.08], [0.34, -3.61, -2.01], [-2.32, 0.35, 2.03], [-2.58, 0.72, 3.62]],
  "lowdin_charge": [0.19, 0.06, 0.05, 0.15, 0.13, -0.04, 0.09, 0.13, 1.64, 0.18, 0.11, -0.30, 0.13, -0.26, -0.23, 0.15, -0.15, 0.13, -0.13, 0.13, 0.12, -0.08, -0.47, 0.10, 0.07, 0.10]
}

---

Record 3
{
  "formula": "C7H12F9OPS",
  "method": "the ωB97M-V functional and the def2-TZVPD basis",
  "smiles": "OCCCPCCC(F)(F)C(F)(F)S(F)(F)(F)(F)F",
  "gap_ev": 9.2282,
  "multiplicity": 1,
  "total_charge": 0,
  "e_above_lowest_kcal_mol": 0.00,
  "homo_ev": -8.46,
  "symbols": ["H", "C", "F", "C", "C", "H", "O", "C", "H", "H", "F", "F", "H", "C", "F", "H", "F", "F", "H", "H", "C", "P", "C", "F", "S", "H", "F", "H", "H", "F", "H"],
  "xyz": [[0.30, 1.29, -0.47], [-0.21, 0.46, -4.73], [-2.21, 1.09, 2.07], [1.84, -0.18, 1.48], [0.03, 0.86, 3.08], [1.35, -0.21, -2.64], [-0.56, -0.62, -5.58], [-0.69, 0.24, -3.30], [-1.61, -0.33, -3.29], [0.64, -1.89, 0.85], [-3.16, -0.46, 3.29], [0.05, 1.74, 2.13], [-1.53, -0.65, -5.58], [1.10, -1.02, 0.43], [-1.37, -0.96, 2.16], [0.86, 0.63, -4.74], [-1.29, -0.77, 4.40], [0.23, 1.52, 4.18], [-0.69, 1.36, -5.10], [2.09, 0.81, 1.13], [1.22, -0.15, 2.87], [-0.08, -0.06, -0.66], [0.33, -0.50, -2.41], [2.20, 0.29, 3.67], [-1.71, 0.13, 3.20], [-0.87, 1.20, -2.84], [0.96, -1.40, 3.26], [1.87, -1.40, -0.24], [0.23, -1.57, -2.51], [-2.12, 1.25, 4.24], [2.78, -0.68, 1.67]],
  "nbo_charge": [-0.03, -0.06, -0.46, -0.46, 0.45, 0.21, -0.71, -0.43, 0.21, 0.24, -0.45, -0.30, 0.46, -0.70, -0.46, 0.18, -0.46, -0.29, 0.16, 0.23, 0.63, 0.50, -0.68, -0.32, 2.39, 0.20, -0.32, 0.23, 0.23, -0.46, 0.24]
}

---

Record 4
{
  "formula": "C7H12IN",
  "method": "the ωB97M-V functional and the def2-TZVPD basis",
  "gap_ev": 9.1308,
  "multiplicity": 1,
  "total_charge": 0,
  "e_above_lowest_kcal_mol": 15.55,
  "homo_ev": -8.92,
  "symbols": ["C", "C", "H", "H", "H", "C", "H", "H", "C", "I", "H", "C", "C", "N", "H", "H", "C", "H", "H", "H", "H"],
  "xyz": [[-1.20, 2.34, 0.61], [2.02, -2.70, 1.19], [-0.52, -0.07, -1.24], [2.84, -1.31, -1.97], [-1.27, 2.71, -0.35], [-0.30, 0.12, -0.12], [1.58, 0.00, -2.12], [-1.58, 0.51, 1.54], [1.91, -0.97, -1.78], [3.57, 0.76, -0.03], [-2.25, 0.62, -0.21], [1.99, -0.80, -0.26], [0.86, -0.17, 0.47], [2.59, -2.03, 0.32], [-0.23, 2.51, 1.08], [-1.72, 2.98, 1.43], [-1.41, 0.85, 0.46], [0.96, -2.42, 1.50], [2.56, -3.58, 1.43], [1.07, -1.64, -1.83], [0.95, 0.12, 1.55]],
  "nbo_charge": [-0.60, -0.05, 0.19, 0.24, 0.20, -0.15, 0.22, 0.21, -0.64, 0.03, 0.21, 0.11, -0.30, -0.45, 0.21, 0.22, -0.45, 0.16, 0.19, 0.21, 0.23]
}

---

Record 5
{
  "formula": "C7H12INO2",
  "method": "the ωB97M-V functional and the def2-TZVPD basis",
  "gap_ev": 9.4694,
  "multiplicity": 1,
  "total_charge": 0,
  "e_above_lowest_kcal_mol": 26.70,
  "homo_ev": -9.07,
  "symbols": ["C", "H", "H", "O", "C", "H", "I", "N", "C", "H", "H", "C", "H", "H", "H", "H", "C", "O", "C", "C", "H", "H", "H"],
  "xyz": [[-0.41, -0.74, -2.15], [-1.34, -1.27, -2.19], [1.82, 0.06, -1.57], [-2.61, -2.31, 0.28], [-1.38, -2.27, 0.22], [0.32, -1.26, 1.84], [-3.38, 0.60, 0.16], [0.01, -0.37, -0.81], [1.23, 0.50, -0.72], [0.43, 1.69, 1.52], [-3.37, -1.02, 0.43], [0.95, 0.82, 1.68], [2.68, 1.29, 0.51], [-1.08, -0.13, 2.20], [-0.35, 0.08, -2.80], [0.96, 1.45, -1.07], [-0.16, -0.27, 1.52], [-0.47, -3.01, 0.30], [-0.67, -0.68, 0.22], [1.93, 0.54, 0.56], [0.42, -1.43, -2.58], [2.35, -0.45, 0.72], [1.51, 0.77, 2.68]],
  "nbo_charge": [-0.41, 0.25, 0.21, -0.70, 0.82, 0.27, -0.26, -0.36, -0.21, 0.21, 0.24, -0.39, 0.23, 0.26, 0.21, 0.20, -0.54, -0.62, 0.35, -0.43, 0.21, 0.21, 0.23]
}

---

Record 6
{
  "formula": "C7H12INO2",
  "method": "the ωB97M-V functional and the def2-TZVPD basis",
  "gap_ev": 9.6712,
  "multiplicity": 1,
  "total_charge": 0,
  "e_above_lowest_kcal_mol": 32.01,
  "homo_ev": -9.22,
  "symbols": ["C", "H", "O", "C", "N", "C", "H", "H", "H", "H", "C", "O", "C", "C", "I", "H", "H", "H", "H", "H", "H", "H", "C"],
  "xyz": [[1.81, 1.03, 0.75], [2.16, 0.10, 1.15], [-2.22, -2.17, -0.20], [0.55, 1.38, 1.48], [0.28, -0.11, -0.72], [0.02, -0.75, -2.05], [1.38, 1.49, -1.41], [-0.42, -1.73, -1.83], [0.04, 2.16, 1.04], [0.81, 1.70, 2.48], [-0.53, -0.43, 0.20], [-0.06, -2.37, 0.55], [-0.45, 0.19, 1.58], [1.50, 0.76, -0.64], [-4.31, 0.46, -0.42], [-3.40, -0.44, -1.25], [2.36, 0.10, -0.91], [-1.37, 0.44, 1.89], [1.05, -0.94, -2.33], [-0.60, -0.18, -2.77], [2.60, 1.74, 0.96], [-0.10, -0.58, 2.29], [-1.11, -1.83, 0.14]],
  "nbo_charge": [-0.43, 0.22, -0.66, -0.39, -0.31, -0.42, 0.21, 0.25, 0.20, 0.22, 0.36, -0.66, -0.45, -0.21, -0.11, 0.11, 0.21, 0.24, 0.21, 0.22, 0.24, 0.26, 0.71]
}